Entry 1:
Computed, not measured: the molecule C21H26N2O8, with wB97M-V/def2-TZVPD.

Structure (XYZ):
```
57
Properties=species:S:1:pos:R:3:forces:R:3
C -0.111 -3.235 -0.298 0.07 -0.47 -0.09
C 2.023 -0.639 0.612 0.23 -0.36 0.19
O 0.184 -6.807 -0.697 0.03 0.08 0.03
H 2.433 1.308 1.402 0.05 0.04 0.07
C 2.762 -6.293 -0.910 0.28 -0.42 -0.06
N -1.112 -2.321 -0.109 0.20 0.29 0.13
C -3.028 4.146 -1.822 -0.15 -0.15 -0.14
C -2.110 -5.397 1.246 0.05 -0.03 -0.30
H -2.071 8.200 0.958 -0.04 -0.06 0.01
O 1.666 5.858 1.648 -0.07 -0.27 -0.22
H -3.711 -4.094 -0.732 0.06 0.20 0.00
C -2.453 -2.575 -0.382 -0.01 0.03 -0.08
O 1.222 -1.237 -0.309 -0.26 0.12 -0.16
H -3.149 -5.686 1.381 -0.12 -0.05 0.06
O 1.801 -5.252 -0.722 0.07 0.21 0.02
H 4.892 -6.432 -1.088 0.09 -0.06 -0.02
C 1.274 -2.651 -0.404 0.57 -0.35 0.14
C 0.803 5.093 0.930 -0.13 -0.14 -0.05
C 1.193 3.760 0.842 -0.19 -0.10 -0.15
O -2.232 5.050 -1.092 0.44 0.20 0.26
C -0.718 3.257 -0.509 0.04 -0.11 0.00
C 1.780 0.798 0.712 -0.34 0.42 -0.19
O -3.251 -1.669 -0.469 -0.27 0.34 0.04
H -3.432 3.355 -1.183 0.04 0.02 -0.02
C -1.125 4.577 -0.446 0.04 0.13 0.04
C -0.418 -4.547 -0.393 -0.29 0.14 -0.10
H 2.103 3.484 1.347 0.14 -0.02 0.09
C 0.520 -5.645 -0.616 -0.06 -0.07 -0.04
H 2.684 -7.001 -0.078 -0.01 0.08 -0.15
H 0.176 0.846 -0.619 -0.01 -0.07 -0.04
H -3.849 4.741 -2.220 0.04 -0.09 0.00
C -1.860 -4.968 -0.205 0.26 -0.25 0.33
H 1.719 -2.922 -1.366 -0.08 0.09 0.19
O -0.718 6.845 0.375 0.36 -0.44 -0.35
H 4.201 -4.973 -1.812 0.07 0.07 -0.10
H -0.846 -1.346 -0.055 -0.19 -0.18 -0.06
H -2.574 7.260 -0.470 0.06 0.01 0.15
C 1.373 7.189 2.013 0.04 0.48 0.15
H -1.879 -4.580 1.926 0.01 0.10 0.07
C -2.079 7.209 0.501 -0.38 0.27 0.06
H 0.466 7.252 2.619 0.04 0.01 -0.05
C 4.139 -5.658 -0.971 -0.47 0.00 0.04
H -1.476 -6.247 1.482 0.06 -0.12 0.08
H 1.275 7.838 1.142 0.02 -0.05 0.13
H 2.227 7.506 2.612 -0.08 -0.01 -0.03
C 0.798 1.429 0.049 0.43 -0.71 0.20
H 4.336 -5.104 -0.058 0.09 0.05 0.09
H -2.621 6.515 1.147 0.02 0.00 -0.01
C 0.444 2.826 0.139 -0.15 0.94 0.09
O 2.824 -1.253 1.274 -0.12 0.22 -0.12
H 2.526 -6.832 -1.835 0.02 0.05 0.17
N -2.736 -3.876 -0.589 -0.15 -0.26 -0.21
C -0.377 5.521 0.294 -0.10 0.06 0.09
H 1.923 -3.042 0.390 -0.20 0.07 -0.27
H -2.472 3.700 -2.652 -0.02 0.00 0.04
H -1.295 2.539 -1.067 -0.09 -0.07 -0.07
H -2.064 -5.820 -0.863 0.05 0.20 0.08
```
Forces are in eV/Å.

Properties
HOMO level, eV: -8.25
E_LUMO, Ha: -0.0056
Relative energy (zero: lowest compared OMol25 entry of this formula, charge and spin), kJ/mol: 13.6
SMILES: CCOC(=O)C1=C(COC(=O)/C=C/c2cc(OC)c(OC)c(OC)c2)NC(=O)N[C@@H]1C
Frontier orbital gap, eV: 8.1


Entry 2:
Computed, not measured: the molecule C21H26N4O5S in a non-equilibrium geometry, with wB97M-V/def2-TZVPD.

Structure (XYZ):
```
57
Properties=species:S:1:pos:R:3:forces:R:3
H -0.102 -2.898 -3.934 0.09 -0.08 -0.06
C 0.834 -0.389 0.858 0.14 -0.22 0.07
H 1.003 -2.747 0.027 -0.03 -0.09 0.06
H -0.884 2.271 -1.349 -0.05 0.12 0.06
C 0.302 0.931 1.424 -0.07 0.12 -0.07
N 2.002 4.526 3.012 -0.49 -0.11 0.15
H 1.900 -0.136 -3.485 0.11 -0.07 -0.08
C -0.966 -3.438 0.648 1.11 -0.44 -0.40
H -4.003 -2.642 0.192 -0.06 0.02 0.18
H 0.018 3.355 2.129 0.10 0.08 -0.14
O -1.523 -3.899 1.852 0.17 0.31 0.16
C 2.018 4.022 1.788 0.05 -0.06 -0.20
N 0.992 1.973 0.960 0.42 0.04 -0.17
H -3.247 -1.714 1.518 -0.08 -0.07 -0.05
H 2.512 2.183 -2.391 0.12 0.04 0.03
C 4.279 4.712 1.452 -0.06 -0.03 0.02
H -2.379 0.298 0.392 -0.02 0.00 0.12
O -0.652 0.965 2.182 -0.10 0.03 0.13
C 0.752 3.349 1.321 -0.22 0.06 0.08
O 1.723 -0.417 0.022 0.10 0.00 0.02
N 0.234 -1.447 1.407 -0.26 -0.06 0.35
H 1.739 1.745 0.314 -0.12 -0.11 0.08
H -3.384 -3.846 2.669 -0.04 0.00 -0.09
H 5.128 5.721 3.152 0.06 0.05 0.06
N -1.917 -2.478 0.096 -0.22 -0.12 -1.03
C 1.487 2.398 -2.690 -0.06 -0.07 -0.02
C -3.149 -2.588 0.865 -0.51 0.06 0.30
C 0.616 1.205 -2.438 -0.10 -0.15 -0.05
H -2.994 1.410 -0.823 -0.02 0.04 0.01
H 1.497 2.635 -3.753 0.05 0.08 -0.04
H -3.263 -4.747 1.124 0.00 0.06 0.07
C 0.397 -2.794 0.934 -0.11 -0.20 -0.01
S -2.012 -2.452 -1.598 -0.18 -0.12 0.46
H 1.572 -2.315 -3.878 0.03 0.03 -0.01
C -2.610 0.403 -0.667 -0.15 0.08 0.14
C 4.260 5.235 2.735 -0.06 -0.04 -0.04
O -3.376 -2.174 -1.956 0.11 0.15 0.08
C 3.091 5.118 3.470 0.38 0.17 0.06
C -2.925 -3.864 1.682 -0.31 0.08 -0.26
H 0.344 3.894 0.460 -0.05 -0.04 0.08
H 1.128 3.269 -2.148 0.00 0.11 0.04
C 3.138 4.097 0.965 0.00 0.10 0.18
C -0.568 1.310 -1.728 0.00 -0.21 -0.12
H 3.115 3.688 -0.034 0.00 -0.05 -0.13
C 0.205 -1.172 -2.713 0.19 -0.03 -0.17
C 0.666 -2.468 -3.297 0.13 -0.17 -0.12
H -3.375 -0.316 -0.935 -0.14 0.19 0.08
H 3.016 5.511 4.475 0.09 0.06 0.08
C -1.369 0.202 -1.476 -0.08 0.32 0.02
C -0.970 -1.037 -1.972 -0.22 -0.45 0.06
C 0.981 -0.041 -2.926 -0.24 0.06 0.08
O -1.457 -3.678 -2.097 0.27 0.26 0.00
H 0.902 -3.410 1.684 0.05 0.00 -0.18
H -0.837 -4.270 -0.067 0.02 0.17 0.33
H 0.867 -3.197 -2.515 0.07 -0.09 -0.04
H -0.509 -1.255 2.068 0.13 0.16 -0.08
H 5.166 4.784 0.840 0.06 0.01 -0.04
```
Forces are in eV/Å.

Properties
HOMO level, eV: -9.09
E_LUMO, Ha: 0.0217
Relative energy (zero: lowest compared OMol25 entry of this formula, charge and spin), kJ/mol: 179.6
SMILES: Cc1cc(C)c(S(=O)(=O)N2CCO[C@@H]2CNC(=O)C(=O)NCc2ccccn2)c(C)c1
Frontier orbital gap, eV: 9.7


Entry 3:
Computed, not measured: a structure of composition C21H26N4PRhS in a non-equilibrium geometry, with wB97M-V/def2-TZVPD.

Structure (XYZ):
```
54
Properties=species:S:1:pos:R:3:forces:R:3
H 4.373 -1.751 -2.764 0.00 0.00 0.00
C 0.999 0.119 3.363 0.02 0.24 0.04
C 2.402 -2.205 -2.051 0.11 -0.01 -0.18
H -5.358 -4.248 -0.041 0.00 0.00 0.01
C 0.593 -2.559 2.499 -0.07 -0.09 0.01
C -1.924 3.227 4.975 0.03 -0.01 0.02
N 0.170 -2.359 -0.807 -1.02 0.95 -0.41
H -0.849 6.951 1.034 0.00 0.00 0.00
C -3.008 -2.705 -1.915 -0.10 -0.12 -0.10
C -0.038 6.486 1.601 -0.01 -0.03 0.01
H -3.011 3.346 4.945 0.00 0.00 -0.01
C -1.368 3.573 3.639 -0.02 0.01 0.08
P -0.085 -0.899 2.370 0.05 -0.10 -0.58
H 0.204 7.135 2.438 -0.01 0.00 0.01
C -0.971 4.878 3.336 0.00 -0.03 0.01
H -2.153 0.086 3.043 -0.04 -0.02 -0.01
H -5.149 -2.724 -1.971 0.00 0.00 0.00
C 1.557 -0.608 -0.432 -0.13 0.11 0.08
C -1.747 -0.925 3.051 0.02 0.03 0.08
C -1.884 -3.152 -1.228 -0.03 0.27 -0.04
H 1.567 -2.601 2.012 0.01 0.00 0.00
H -1.738 -1.315 4.071 0.05 0.00 0.02
N -1.306 2.584 2.730 0.09 -0.10 0.03
H -0.084 -3.256 2.010 0.04 -0.03 0.02
C -0.846 2.854 1.532 0.01 0.11 -0.06
C -4.263 -3.074 -1.458 0.04 -0.01 -0.02
H 4.630 0.280 -1.412 0.01 -0.01 -0.01
H -2.360 -1.585 2.435 -0.06 0.02 0.00
S -0.884 1.758 0.177 0.20 0.06 -0.02
N -0.411 4.107 1.221 -0.12 -0.06 0.00
H 0.701 -2.830 3.551 -0.01 0.01 0.00
H -2.882 -2.085 -2.793 -0.02 0.02 0.02
H -0.057 4.258 0.283 0.02 -0.01 -0.01
C 3.567 -1.439 -2.114 -0.10 -0.04 0.01
C -1.986 -4.019 -0.141 0.01 0.10 0.15
H 2.282 -3.119 -2.619 0.02 0.01 0.00
H 0.662 1.155 3.383 0.04 -0.09 0.00
C -3.244 -4.414 0.276 -0.04 -0.01 -0.01
H 2.821 1.054 0.094 0.02 0.02 -0.03
H 0.830 6.409 0.947 0.00 -0.01 0.01
C 1.417 -1.760 -1.201 0.04 -0.17 0.43
H -1.041 5.665 4.072 -0.01 0.00 0.00
C -4.379 -3.929 -0.370 0.03 -0.03 0.03
N -0.643 -2.684 -1.702 0.78 -0.58 0.16
H -3.345 -5.119 1.091 0.00 0.00 -0.01
H 2.004 0.057 2.947 0.02 0.04 0.02
H -1.714 2.189 5.222 0.00 0.01 -0.01
Rh -0.297 -0.419 0.203 0.12 -0.57 0.31
H -1.087 -4.407 0.320 -0.03 -0.04 -0.04
C 3.715 -0.293 -1.343 -0.02 0.01 0.02
C -0.478 5.148 2.084 0.02 0.02 -0.04
H -1.540 3.883 5.753 -0.01 0.00 0.00
C 2.703 0.148 -0.484 0.02 0.11 0.03
H 1.010 -0.282 4.379 0.01 0.03 0.00
```
Forces are in eV/Å.

Properties
HOMO level, eV: -14.15
E_LUMO, Ha: -0.2739
Relative energy (zero: lowest compared OMol25 entry of this formula, charge and spin), kJ/mol: 56.6
Net charge: +2
Frontier orbital gap, eV: 6.7


Entry 4:
Computed, not measured: the molecule C21H27ClN6O2 in a non-equilibrium geometry, with wB97M-V/def2-TZVPD.

Structure (XYZ):
```
57
Properties=species:S:1:pos:R:3:forces:R:3
C -3.239 -0.625 -2.571 -0.17 0.09 -0.21
C -3.059 2.101 0.044 -0.03 0.05 0.01
H 0.760 4.164 0.882 -0.01 -0.04 0.09
N 0.437 -0.748 0.232 -0.41 0.39 -0.10
O -4.082 -3.030 -1.480 -0.32 -0.19 -0.09
C 0.751 2.500 -1.440 -0.02 0.02 -0.18
H 5.572 0.266 -0.415 0.03 0.13 -0.03
H 3.818 0.142 -0.435 -0.14 0.13 -0.03
H -3.359 0.403 -2.234 -0.02 -0.01 -0.05
H -1.379 2.801 -1.653 0.05 0.09 0.02
C 0.339 3.187 1.136 0.02 -0.02 0.04
C 4.849 -1.735 -0.086 -0.06 0.04 0.25
C 2.347 -2.276 0.115 0.07 0.01 0.23
H -2.678 -0.633 -3.507 -0.05 0.03 -0.02
H -3.254 2.835 -0.722 0.00 0.08 -0.07
H 1.266 -1.672 1.883 0.09 0.14 -0.02
H 1.591 3.198 -1.458 -0.02 -0.03 -0.05
H -0.483 4.293 -1.274 -0.01 -0.06 -0.08
H 4.699 0.066 1.101 -0.03 0.10 0.13
N -0.859 3.034 0.347 0.13 0.16 0.06
C -0.569 3.221 -1.063 0.00 0.13 -0.22
N 1.086 1.469 -0.471 0.20 -0.08 -0.02
C 1.373 2.070 0.828 0.05 0.08 0.19
H 4.829 -2.000 -1.145 0.05 -0.07 -0.03
C -1.650 1.201 1.758 0.09 0.18 0.00
H -4.968 1.181 -0.180 -0.09 0.01 -0.06
H 2.386 2.485 0.793 -0.06 -0.06 0.12
O -0.499 -3.554 1.251 0.13 -0.15 0.23
H -0.746 1.177 2.341 0.13 -0.01 0.02
C -1.047 -2.838 0.437 -0.01 0.28 -0.17
H 1.769 -3.199 0.143 -0.06 0.04 -0.06
C -1.370 -0.891 -1.031 1.00 -0.39 0.81
H 0.653 2.030 -2.417 0.05 0.14 -0.02
H 1.335 1.308 1.601 0.07 0.02 -0.04
C 4.720 -0.222 0.052 0.11 -0.23 -0.11
C -0.631 -1.577 -0.082 -0.56 0.20 -0.49
H 0.083 3.198 2.196 0.07 0.05 -0.01
N -0.806 0.303 -1.305 -0.14 0.09 -0.33
C 3.763 -2.530 0.644 0.01 -0.03 -0.32
H 5.820 -2.042 0.310 0.04 -0.03 -0.08
H -4.567 -0.522 1.567 -0.07 -0.09 0.07
N -2.525 -1.375 -1.562 -0.07 0.03 0.01
C -2.629 0.266 2.041 -0.19 0.05 -0.18
C 1.600 -1.223 0.944 0.50 -0.31 -0.04
H 2.264 -0.387 1.149 -0.09 0.00 0.03
C -3.823 0.224 1.343 0.03 -0.14 0.14
Cl -2.318 -0.907 3.276 0.03 -0.09 0.10
C -4.030 1.173 0.356 0.10 0.04 -0.01
C 0.259 0.372 -0.513 -0.04 -0.52 0.01
N -2.265 -3.209 -0.143 -0.09 -0.40 0.21
C -3.034 -2.565 -1.091 0.01 0.06 -0.04
H 3.798 -2.304 1.712 0.05 -0.05 0.13
H 2.398 -1.942 -0.924 -0.04 0.03 -0.06
H -4.207 -1.101 -2.714 0.09 0.08 0.00
H 3.996 -3.590 0.532 0.00 -0.02 0.11
C -1.829 2.112 0.715 -0.50 -0.11 0.29
H -2.656 -4.085 0.186 0.06 0.17 -0.08
```
Forces are in eV/Å.

Properties
HOMO level, eV: -7.79
E_LUMO, Ha: 0.0219
Relative energy (zero: lowest compared OMol25 entry of this formula, charge and spin), kJ/mol: 10.3
SMILES: CCCCCn1c(N2CCN(c3cccc(Cl)c3)CC2)nc2c1c(=O)[nH]c(=O)n2C
Frontier orbital gap, eV: 8.4